Entry 1:
25
Properties=species:S:1:pos:R:3:forces:R:3 method="wB97M-V/def2-TZVPD" charge=-1 e_tot_ev=-37583.8379 multiplicity=5 max_force_ev_per_a=5.39 orbital_gap_ev="5.4 / 7.9" homo_energy_ev="-1.898 / -4.779"
Rh 1.143 -0.118 1.244 -3.09 -1.37 0.57
Cl 1.430 1.786 2.431 -0.34 2.88 1.74
Cl 0.231 -2.299 0.737 -0.73 -1.22 -0.18
O -0.497 -0.668 3.100 0.64 0.02 0.93
C -0.664 1.467 -0.126 -0.88 0.34 0.70
C 2.843 -0.618 1.812 5.29 -0.47 -0.93
C -0.672 -0.417 -2.323 0.53 0.40 -0.24
C -2.001 0.972 -0.576 -0.72 -0.36 -0.91
C -1.916 -0.325 -1.394 0.63 -0.51 -0.58
C 0.669 -0.135 -1.645 -0.09 -0.76 1.99
C 0.476 0.915 -0.527 2.05 0.25 -2.41
H -0.690 2.263 0.629 0.35 -0.47 -0.18
H -2.696 0.771 0.254 0.47 0.22 0.16
H 3.567 0.241 1.857 -0.47 -0.72 0.76
H 1.579 0.016 -2.290 -1.17 0.40 0.32
H 1.487 1.225 -0.092 -0.86 0.71 -0.92
H 0.160 -0.223 3.673 -0.47 -0.03 -0.26
H -0.715 0.368 -3.085 -0.57 -0.19 -0.33
H -0.151 -1.573 3.019 -0.27 0.06 -0.20
H -2.785 -0.432 -2.053 -0.08 0.12 0.18
H -1.925 -1.202 -0.736 0.18 0.24 0.03
H 0.947 -1.018 -1.015 -0.13 0.32 -1.12
H -0.618 -1.407 -2.802 -0.23 0.36 -0.01
H 3.340 -1.316 1.086 -0.38 -0.29 0.78
H -2.540 1.725 -1.179 0.33 0.06 0.11

Entry 2:
106
Properties=species:S:1:pos:R:3:forces:R:3 method="wB97M-V/def2-TZVPD" smiles="CCC[C@]1(I)[C@@](N)(CC(=O)I)OC(=O)[C@@]1(CCCCCOCC)[PH2]=N.CCOP(=O)(OCC)OCC.CCOP(=O)(OCC)OCC" e_tot_ev=-101602.6753 max_force_ev_per_a=9.43 orbital_gap_ev=6.9 homo_energy_ev=-8.363
I 2.842 -0.757 0.709 -0.92 -0.43 0.28
I -0.850 -3.873 3.997 0.72 -0.08 -0.77
P -3.151 7.359 -5.574 6.88 -0.50 -6.42
P 1.784 5.423 1.767 -2.63 -2.60 -8.67
P 2.150 -4.999 1.642 0.82 1.43 2.25
O -2.137 7.841 -4.273 -3.61 -0.31 0.71
O -2.516 8.627 -6.428 -0.60 0.09 0.55
O -1.972 6.234 -5.906 -0.73 -0.13 1.14
O 1.590 -1.132 3.367 -2.05 0.12 -5.54
O 0.054 -5.226 -1.382 1.34 2.98 4.07
O -4.136 6.891 -6.650 -2.02 0.72 3.84
O 0.584 -3.244 -0.048 -1.15 -1.24 0.00
O 3.464 -10.492 2.555 0.26 -1.20 -0.34
O 1.765 3.892 1.140 0.19 0.31 0.76
O 0.847 6.166 0.611 -0.03 0.58 1.21
O 3.136 5.843 1.181 -0.16 0.65 4.35
O 0.295 5.035 2.532 2.67 1.28 2.16
N 2.407 -4.020 2.884 0.02 -1.21 -0.74
N -1.567 -2.460 -0.103 0.41 -0.57 1.13
C 2.552 2.899 1.785 -0.02 -0.37 0.08
C -4.365 -4.384 3.244 -0.28 1.36 0.15
C 0.061 7.216 3.622 -0.02 0.06 -0.12
C -0.778 -4.163 1.804 -0.89 -0.63 -1.02
C 0.289 -5.216 1.219 -0.16 -0.55 -1.63
C 1.381 7.234 -0.168 0.31 0.05 -0.33
C -2.663 7.558 -2.975 0.10 -0.24 0.63
C 0.277 -4.643 -0.309 -0.86 -1.75 -0.70
C 1.524 -10.270 0.955 0.69 0.06 1.60
C 2.820 -11.131 1.432 -0.34 0.51 -1.69
C -3.454 -3.773 2.059 -1.02 -0.15 -1.31
C -2.905 6.074 -2.761 0.06 -0.09 -0.08
C -2.285 -4.751 1.546 0.60 -0.56 1.09
C 0.074 -6.789 1.448 -0.09 -0.41 -0.49
C -2.158 5.191 -8.092 0.18 0.02 -0.20
C -0.479 -2.841 0.892 -0.97 1.32 -0.51
C 0.075 5.705 3.775 -0.40 0.31 0.40
C 4.692 -11.156 2.922 1.03 0.11 1.39
C -3.329 10.546 -5.168 -0.03 0.09 0.08
C 0.922 -7.692 0.382 0.30 -0.64 0.21
C 5.316 -10.455 4.251 -0.01 -0.25 0.20
C -0.274 -1.423 1.671 1.31 0.55 -0.93
C -3.276 9.825 -6.503 0.07 0.33 -0.01
C 1.983 2.521 3.142 0.06 -0.07 0.09
C -2.303 5.028 -6.588 -0.10 -0.17 -0.39
C 2.022 6.713 -1.443 -0.05 -0.09 -0.25
C 1.941 -8.723 1.102 -0.24 0.19 -0.41
C 1.226 -1.156 2.164 0.72 -0.15 5.42
H 0.849 5.402 4.488 -0.14 -0.02 0.13
H -4.426 -5.523 3.227 0.32 1.60 0.08
H -3.918 9.979 -4.443 -0.07 0.04 0.06
H 1.037 7.590 3.292 0.01 0.02 0.06
H -2.598 6.121 -8.457 -0.16 -0.12 0.19
H 2.657 5.841 -1.270 0.03 0.19 0.22
H -2.627 4.355 -8.617 0.05 0.04 0.04
H -1.614 4.252 -6.241 0.07 0.22 0.11
H 0.199 -8.325 -0.262 1.06 1.31 0.97
H 2.511 1.659 3.558 -0.02 0.07 -0.05
H -3.593 8.119 -2.835 0.06 0.05 0.17
H 0.423 -7.014 2.525 -0.54 0.31 -1.61
H -3.240 5.881 -1.740 0.01 0.03 -0.06
H -5.443 -3.979 3.126 1.70 -0.71 0.11
H 2.082 7.828 0.424 0.04 -0.16 -0.10
H 2.554 2.018 1.138 -0.05 0.35 0.00
H -1.004 -7.148 1.364 1.34 0.89 0.20
H -2.328 10.667 -4.749 -0.06 0.00 -0.10
H -4.284 9.606 -6.866 -0.02 0.00 -0.06
H 4.495 -12.261 3.207 0.31 1.63 -0.83
H 1.252 6.395 -2.151 0.02 0.08 0.02
H 0.553 7.901 -0.428 -0.11 -0.18 0.13
H -3.307 4.694 -6.313 0.04 0.13 -0.13
H -4.001 -3.962 4.256 -0.49 -1.13 -1.54
H -1.101 5.222 -8.369 -0.05 -0.06 0.04
H 1.546 -7.059 -0.335 -1.10 -0.68 0.95
H 2.814 -4.493 0.473 -0.66 -0.62 0.06
H 2.997 -8.593 0.648 -1.66 -0.25 0.71
H -1.995 5.502 -2.954 -0.05 0.08 0.06
H -2.338 -5.693 2.218 0.10 1.50 -1.15
H 0.666 -10.561 1.666 1.12 0.74 -1.04
H 2.016 -8.418 2.199 0.02 -0.74 -1.43
H 6.462 -10.394 4.206 -1.72 -0.16 -0.16
H 5.075 -11.067 5.198 0.18 1.01 -1.50
H 2.082 3.348 3.849 0.02 0.01 0.10
H -3.789 11.531 -5.276 0.00 -0.10 -0.01
H -0.178 7.698 4.573 0.04 -0.04 -0.04
H -3.074 -2.703 2.288 -0.56 -1.87 -0.05
H 3.559 -11.074 0.539 -1.01 -0.49 1.31
H -2.789 10.468 -7.241 0.03 -0.20 0.01
H -1.053 -1.861 -0.781 -0.76 -0.51 0.66
H -0.501 -0.602 0.889 0.67 -1.34 1.21
H 5.508 -11.064 2.113 -1.51 -0.32 0.82
H -4.172 -3.634 1.160 1.23 -0.18 1.33
H 4.930 -9.391 4.400 0.39 -1.48 -0.36
H 0.920 2.282 3.067 0.08 -0.02 -0.04
H 2.506 -12.212 1.648 0.66 1.40 -0.19
H -2.246 -1.888 0.426 0.31 -0.31 -0.76
H -1.066 -1.260 2.498 1.65 -0.70 -1.04
H 3.586 3.244 1.881 0.05 0.00 -0.03
H -2.402 -5.118 0.471 0.11 0.87 1.33
H 2.924 -4.552 3.600 -0.41 0.55 -0.29
H -0.671 7.522 2.871 0.03 -0.06 0.08
H -3.674 5.695 -3.444 -0.04 0.01 0.04
H 2.625 7.492 -1.917 -0.07 -0.04 0.01
H 2.781 -6.263 1.954 -0.79 0.38 -0.88
H -1.940 7.920 -2.241 0.03 0.08 -0.20
H 1.177 -10.538 -0.100 0.81 0.34 1.37
H -0.888 5.367 4.164 0.09 -0.12 -0.14

Entry 3:
8
Properties=species:S:1:pos:R:3:forces:R:3 method="wB97M-V/def2-TZVPD" e_tot_ev=-90235.8170 max_force_ev_per_a=4.01 orbital_gap_ev=9.9 homo_energy_ev=-10.393
Br 2.154 2.457 0.897 0.15 0.21 0.12
Cl 2.760 0.094 -0.837 -0.69 -0.31 0.26
O -1.080 2.246 0.763 -0.12 -0.94 -0.07
O -1.040 0.603 2.134 -0.46 -1.51 0.96
N -0.724 1.119 1.114 1.10 3.75 -0.88
C 0.285 0.512 0.259 1.00 0.48 0.88
C 1.553 0.860 0.121 0.00 1.49 0.08
H -0.006 -0.427 0.053 -0.98 -3.18 -1.34